1.
{
  "formula": "C3H8OS2",
  "method": "ωB97M-V with the def2-TZVPD basis set",
  "total_charge": 0,
  "symbols": ["C", "S", "S", "H", "H", "H", "H", "C", "C", "O", "H", "H", "H", "H"],
  "coordinates": [[-1.093, 1.772, 0.840], [-2.893, 1.659, 0.975], [-3.356, 0.184, -0.413], [-0.736, 1.661, -0.177], [-0.597, 1.034, 1.462], [-0.898, 2.794, 1.155], [-2.096, -0.043, -0.802], [2.207, -1.186, -1.133], [1.469, -0.855, -0.085], [0.451, -1.647, 0.390], [3.154, -0.706, -1.328], [1.895, -2.005, -1.770], [1.784, -0.098, 0.603], [0.708, -2.563, 0.282]],
  "forces_ev_per_angstrom": [[-0.3, 0.0, 0.1], [0.2, 0.3, 0.1], [-0.1, -0.4, -0.2], [-0.2, 0.1, -0.3], [0.0, 0.0, 0.2], [0.3, 0.0, 0.2], [0.0, -0.1, 0.0], [-0.1, 0.0, -0.1], [0.8, -1.3, 0.1], [-0.4, 0.7, 0.1], [-0.2, 0.3, -0.2], [0.1, -0.1, 0.0], [-0.2, 0.6, 0.2], [-0.1, -0.2, -0.2]],
  "lowdin_charge": [-0.50, 0.35, 0.29, 0.02, 0.02, 0.02, -0.21, 0.01, -0.29, -0.03, 0.05, 0.06, 0.10, 0.09]
}

=====

2.
{
  "formula": "C3H8OS2",
  "method": "ωB97M-V with the def2-TZVPD basis set",
  "total_charge": 0,
  "symbols": ["C", "C", "C", "O", "S", "S", "H", "H", "H", "H", "H", "H", "H", "H"],
  "coordinates": [[1.553, 1.716, -1.141], [-0.821, -2.004, 0.521], [-0.634, 0.671, 0.508], [0.268, -0.304, -1.866], [-2.096, -2.486, -0.511], [0.607, 0.503, -0.599], [1.406, 1.796, -2.225], [1.570, 2.604, -0.532], [-1.258, -1.769, 1.503], [0.261, -1.940, 0.295], [-0.477, 0.698, 1.586], [-1.668, 1.088, 0.177], [-1.589, -2.610, -1.705], [1.345, -0.515, 0.247]],
  "forces_ev_per_angstrom": [[-0.8, 0.6, 0.3], [-0.4, 1.7, -0.3], [-3.3, -0.1, 0.3], [-0.1, 1.1, 3.0], [-0.4, 0.0, 1.3], [1.9, -3.6, -3.2], [0.3, 0.0, 0.5], [0.2, 0.2, 0.1], [0.8, -0.5, -0.3], [-1.1, -0.5, 0.2], [0.5, 0.0, -0.4], [2.2, -0.7, 0.3], [1.0, 0.1, -0.8], [-0.7, 1.8, -1.0]],
  "lowdin_charge": [-0.30, -0.43, -0.25, -0.49, 0.77, 0.62, 0.02, -0.01, 0.02, 0.00, 0.04, 0.09, -0.14, 0.07]
}

=====

3.
{
  "formula": "C3H8OS2",
  "method": "ωB97M-V with the def2-TZVPD basis set",
  "total_charge": 0,
  "symbols": ["C", "S", "S", "H", "H", "H", "H", "C", "C", "O", "H", "H", "H", "H"],
  "coordinates": [[2.485, 2.029, 1.320], [3.379, 1.347, -0.108], [2.446, 2.223, -1.728], [2.789, 3.047, 1.562], [1.444, 1.956, 1.003], [2.608, 1.413, 2.213], [1.339, 2.594, -1.105], [-1.933, -2.174, -1.373], [-2.661, -1.986, -0.274], [-2.130, -1.921, 0.984], [-2.300, -2.606, -2.293], [-0.859, -1.960, -1.355], [-3.739, -1.842, -0.405], [-2.867, -2.121, 1.558]],
  "forces_ev_per_angstrom": [[-0.3, 0.1, -0.5], [0.5, -0.6, 0.7], [0.3, 0.4, -0.4], [-0.2, 0.0, -0.2], [-0.1, 0.3, 0.5], [0.2, -0.2, -0.3], [-0.5, 0.0, 0.2], [1.1, 0.2, 0.4], [-0.2, -0.4, -1.2], [-0.2, 0.6, -0.5], [-0.5, 0.8, -0.1], [-0.2, -0.7, 0.2], [0.1, -0.6, 0.6], [-0.1, 0.1, 0.6]],
  "lowdin_charge": [-0.48, 0.33, 0.29, 0.03, 0.01, 0.04, -0.22, 0.00, -0.30, 0.00, 0.05, 0.06, 0.11, 0.09]
}

=====

4.
{
  "formula": "C3H8OS2",
  "method": "ωB97M-V with the def2-TZVPD basis set",
  "total_charge": 0,
  "symbols": ["C", "S", "S", "H", "H", "H", "H", "O", "C", "C", "H", "H", "H", "H"],
  "coordinates": [[0.499, 1.812, 2.579], [1.534, 1.140, 1.236], [2.356, -0.534, 2.142], [1.031, 1.718, 3.517], [0.402, 2.849, 2.311], [-0.475, 1.334, 2.619], [1.579, -1.437, 1.524], [-0.042, 0.531, -1.784], [-0.749, -0.423, -1.660], [-1.186, -1.343, -2.778], [-1.115, -0.808, -0.683], [-0.590, -2.247, -2.631], [-2.230, -1.619, -2.613], [-1.013, -0.973, -3.779]],
  "forces_ev_per_angstrom": [[0.3, -0.4, -0.5], [0.1, -0.2, 0.5], [-0.2, 0.2, -0.3], [0.0, 0.0, 0.2], [-0.2, 0.5, 0.1], [0.0, -0.1, 0.1], [0.0, -0.1, 0.1], [0.0, 0.4, 0.1], [-0.2, -0.8, -0.6], [0.1, 0.0, 0.5], [0.2, 0.4, 0.3], [-0.1, -0.2, -0.1], [0.0, 0.0, -0.2], [0.0, 0.3, -0.1]],
  "lowdin_charge": [-0.47, 0.36, 0.30, 0.02, 0.01, 0.03, -0.22, 0.03, -0.34, -0.06, 0.11, 0.08, 0.07, 0.07]
}

=====

5.
{
  "formula": "C3H8OS2",
  "method": "ωB97M-V with the def2-TZVPD basis set",
  "total_charge": 0,
  "symbols": ["C", "C", "C", "O", "S", "S", "H", "H", "H", "H", "H", "H", "H", "H"],
  "coordinates": [[2.797, -0.969, -0.846], [-2.295, 1.828, -0.099], [2.317, -0.844, 0.391], [-2.509, -1.999, 0.244], [-1.207, 0.597, 0.523], [-1.641, -0.989, -0.780], [3.232, -0.056, -1.334], [2.390, -1.683, -1.547], [-2.165, -2.868, 0.541], [-1.847, 2.794, 0.176], [-3.283, 1.782, 0.319], [-2.363, 1.937, -1.292], [2.705, -0.176, 1.105], [1.639, -1.610, 0.869]],
  "forces_ev_per_angstrom": [[-1.1, 2.1, -0.5], [-0.2, 1.8, -2.8], [-0.4, -2.5, 0.1], [-0.9, -0.1, -0.1], [0.5, -1.4, -1.0], [0.3, -0.2, 1.7], [0.4, -1.2, 0.7], [0.1, -0.3, 0.1], [0.7, 1.0, -0.7], [-0.1, -0.2, 0.2], [-0.5, -0.1, 0.1], [0.2, -0.7, 2.7], [0.2, 1.3, 0.4], [0.8, 0.7, -0.8]],
  "lowdin_charge": [-0.09, -0.56, -0.11, -0.57, 0.46, 0.51, 0.06, 0.04, 0.05, 0.02, 0.02, 0.09, 0.02, 0.06]
}

=====

6.
{
  "formula": "C3H8OSi",
  "method": "ωB97M-V with the def2-TZVPD basis set",
  "spin_multiplicity": 3,
  "total_charge": 0,
  "symbols": ["C", "C", "C", "O", "Si", "H", "H", "H", "H", "H", "H", "H", "H"],
  "coordinates": [[-0.935, -0.055, 0.580], [-0.017, -0.263, -0.543], [-2.277, 0.337, 0.032], [-0.425, -1.336, 0.335], [2.955, 0.083, 0.093], [-0.644, 0.408, 1.515], [-0.403, -0.330, -1.487], [-3.159, 0.317, 0.686], [-2.527, -0.460, -0.811], [-2.091, 1.350, -0.502], [3.324, -1.307, -0.428], [2.399, 0.431, 1.421], [3.800, 0.825, -0.890]],
  "forces_ev_per_angstrom": [[0.0, 1.8, -0.5], [-0.5, -1.4, 4.2], [-0.8, -0.8, -2.4], [0.7, -0.1, -1.3], [1.1, -1.0, -1.5], [0.3, 0.0, 0.0], [-0.3, -0.1, -2.8], [0.5, 0.4, 0.1], [0.4, 1.7, 1.5], [-0.8, -1.5, 1.0], [-0.6, 0.5, 1.0], [0.4, 0.0, -0.3], [-0.2, 0.7, 0.8]],
  "mulliken_spin": [-0.01, 0.87, 0.00, 0.09, 0.96, 0.00, 0.06, 0.01, 0.00, 0.01, 0.00, 0.01, 0.01]
}

=====

7.
{
  "formula": "C3H8OSi2",
  "method": "ωB97M-V with the def2-TZVPD basis set",
  "total_charge": 0,
  "symbols": ["C", "C", "C", "O", "Si", "Si", "H", "H", "H", "H", "H", "H", "H", "H"],
  "coordinates": [[-0.450, 0.911, 0.485], [1.931, 0.993, -0.462], [-1.735, 0.786, 0.848], [0.580, 1.237, -0.112], [2.661, -0.632, 0.092], [-2.693, -0.453, -0.346], [2.259, 1.987, -0.772], [-2.197, 1.325, 1.628], [1.971, -1.941, -0.219], [2.933, -0.605, 1.520], [3.828, -0.989, -0.729], [-2.540, -0.240, -1.769], [-4.150, -0.511, -0.291], [-2.398, -1.869, 0.127]],
  "forces_ev_per_angstrom": [[0.0, 1.1, -0.3], [-0.7, -0.6, 0.5], [1.8, -1.4, -3.1], [-2.0, -0.5, 1.0], [0.0, 0.1, -0.9], [0.0, -0.7, 1.4], [0.4, -0.8, -0.2], [-0.1, 0.3, 1.1], [-0.6, 0.7, 0.3], [0.2, -0.2, 0.6], [0.5, 0.6, 0.1], [0.8, 0.2, -0.4], [-0.5, 0.6, 0.5], [0.3, 0.7, -0.4]],
  "lowdin_charge": [-0.15, -0.30, -0.20, -0.09, 0.57, 0.65, 0.04, 0.03, -0.08, -0.10, -0.09, -0.09, -0.11, -0.07]
}

=====

8.
{
  "formula": "C3H8S",
  "method": "ωB97M-V with the def2-TZVPD basis set",
  "total_charge": 0,
  "symbols": ["S", "H", "H", "C", "C", "C", "H", "H", "H", "H", "H", "H"],
  "coordinates": [[3.062, 0.111, -0.108], [3.307, 1.185, -0.888], [2.160, 0.592, 0.609], [-1.079, -0.993, -0.811], [-0.973, -0.398, 0.590], [-0.705, 0.917, 0.789], [-0.491, -1.911, -0.821], [-0.667, -0.232, -1.545], [-2.097, -1.177, -0.992], [-1.160, -1.066, 1.481], [-0.681, 1.372, 1.794], [-0.675, 1.598, -0.098]],
  "forces_ev_per_angstrom": [[2.5, -1.4, -1.9], [-0.3, -0.1, 0.4], [-2.2, 1.5, 1.5], [1.9, 1.5, 0.9], [0.2, 1.2, 0.6], [-0.8, -0.8, -0.4], [-0.1, 0.0, -0.4], [-0.5, -1.1, 0.7], [-1.4, -0.5, -0.6], [0.3, 0.7, -1.1], [0.0, -0.3, -0.6], [0.3, -0.6, 0.9]],
  "lowdin_charge": [0.52, -0.20, -0.33, -0.11, -0.25, -0.06, 0.07, 0.09, 0.04, 0.11, 0.05, 0.07]
}

=====

Energy relative to the best compared isomer or geometry (same formula, charge and spin), respectively: 1.430 7.717 1.708 0.541 2.123 2.880 6.525 1.188 eV.